## one
{"formula": "C6H16", "method": "wB97M-V/def2-TZVPD", "species": ["C", "C", "C", "H", "H", "H", "H", "H", "H", "H", "H", "C", "C", "C", "H", "H", "H", "H", "H", "H", "H", "H"], "xyz": [[1.132, -0.183, 2.015], [1.361, 1.277, 1.540], [0.061, 2.064, 1.858], [0.774, -0.774, 1.112], [1.992, -0.793, 2.418], [0.300, -0.337, 2.689], [2.246, 1.669, 2.056], [1.592, 1.354, 0.424], [0.029, 2.534, 2.869], [-0.025, 2.905, 1.214], [-0.863, 1.456, 1.861], [0.374, -1.017, -2.216], [-0.974, -0.368, -1.775], [-1.890, -1.644, -1.465], [1.015, -1.314, -1.277], [0.933, -0.264, -2.707], [0.220, -1.872, -2.820], [-0.732, 0.272, -0.879], [-1.362, 0.499, -2.467], [-1.392, -2.625, -1.213], [-2.649, -1.358, -0.723], [-2.465, -2.131, -2.302]], "total_charge": 0, "orbital_gap_ev": 12.058, "spin_multiplicity": 1, "smiles": "CCC.CCC", "e_homo_ev": -11.0}



## two
{"formula": "C6H16", "method": "wB97M-V/def2-TZVPD", "species": ["C", "C", "C", "H", "H", "H", "H", "H", "H", "H", "H", "C", "C", "C", "H", "H", "H", "H", "H", "H", "H", "H"], "xyz": [[-2.115, 0.248, 0.094], [-1.602, -0.165, -1.245], [-1.082, 0.889, -2.263], [-2.956, -0.483, 0.472], [-1.378, 0.058, 0.907], [-2.616, 1.267, -0.028], [-2.292, -0.690, -1.877], [-0.821, -0.830, -1.240], [-0.773, 0.564, -3.194], [-0.319, 1.315, -1.654], [-1.843, 1.697, -2.452], [1.846, -1.601, 0.575], [1.100, -0.462, 1.378], [1.841, 0.898, 1.475], [2.195, -2.530, 1.280], [2.639, -1.061, -0.056], [0.887, -2.018, 0.039], [0.069, -0.185, 1.040], [0.899, -0.705, 2.474], [2.908, 0.669, 1.425], [1.670, 1.537, 0.593], [1.742, 1.586, 2.258]], "total_charge": 0, "orbital_gap_ev": 11.576, "spin_multiplicity": 1, "smiles": "CCC.CCC", "e_homo_ev": -10.5}



## three
{"formula": "C6H16", "method": "wB97M-V/def2-TZVPD", "species": ["C", "C", "C", "H", "H", "H", "H", "H", "H", "H", "H", "C", "C", "C", "H", "H", "H", "H", "H", "H", "H", "H"], "xyz": [[1.647, 1.076, 0.952], [0.606, 2.035, 1.618], [-0.887, 1.901, 1.210], [1.493, 0.064, 0.415], [2.191, 1.629, 0.124], [2.497, 0.714, 1.634], [0.797, 1.805, 2.672], [1.032, 3.046, 1.379], [-1.483, 1.676, 2.111], [-1.324, 2.870, 0.834], [-1.014, 0.971, 0.490], [0.180, -1.612, -2.371], [-0.257, -2.221, -0.995], [-1.261, -1.224, -0.380], [0.267, -0.555, -2.305], [-0.928, -1.619, -2.893], [0.980, -2.018, -2.843], [-0.736, -3.276, -0.870], [0.615, -2.306, -0.383], [-0.774, -0.273, -0.122], [-2.106, -0.972, -1.054], [-1.675, -1.486, 0.607]], "total_charge": 0, "orbital_gap_ev": 11.787, "spin_multiplicity": 1, "smiles": "CCC.CCC", "e_homo_ev": -10.7}



## four
{"formula": "C6H16", "method": "wB97M-V/def2-TZVPD", "species": ["C", "C", "C", "C", "H", "H", "H", "H", "H", "H", "H", "H", "H", "H", "C", "C", "H", "H", "H", "H", "H", "H"], "xyz": [[-1.336, -0.264, 1.364], [0.131, -0.159, 1.751], [0.934, 0.500, 0.626], [0.296, 0.586, 3.051], [-1.419, -0.749, 0.392], [-1.791, 0.723, 1.302], [-1.892, -0.876, 2.075], [0.468, -1.198, 1.901], [0.556, 1.521, 0.581], [2.006, 0.529, 0.839], [0.705, 0.107, -0.366], [-0.182, 0.069, 3.890], [1.329, 0.727, 3.363], [-0.184, 1.569, 3.038], [0.684, -0.812, -3.080], [-0.535, 0.107, -2.953], [0.449, -1.765, -3.550], [1.566, -0.356, -3.518], [1.016, -1.087, -2.082], [-1.434, -0.423, -3.314], [-0.565, 1.090, -3.407], [-0.801, 0.162, -1.903]], "total_charge": 0, "orbital_gap_ev": 12.331, "spin_multiplicity": 1, "smiles": "CC(C)C.CC", "e_homo_ev": -11.2}



In terms of stability, four leads; the second structure lies 1.208 eV higher.



## one
{"formula": "C6H16", "method": "wB97M-V/def2-TZVPD", "species": ["C", "C", "C", "H", "H", "H", "H", "H", "H", "H", "H", "C", "C", "C", "H", "H", "H", "H", "H", "H", "H", "H"], "xyz": [[-0.839, -0.886, -1.877], [-0.463, -1.801, -0.735], [0.782, -2.597, -1.159], [-1.435, -1.452, -2.592], [-1.446, -0.119, -1.534], [0.044, -0.363, -2.322], [-0.404, -1.201, 0.225], [-1.160, -2.618, -0.582], [1.784, -2.207, -1.057], [0.773, -3.619, -0.821], [0.737, -2.865, -2.229], [-0.903, 2.035, 0.682], [0.537, 1.585, 0.823], [0.914, 1.707, 2.305], [-1.510, 1.131, 0.991], [-1.314, 2.312, -0.290], [-1.172, 2.727, 1.411], [0.752, 0.633, 0.397], [1.296, 2.237, 0.265], [0.325, 0.915, 2.744], [1.975, 1.484, 2.364], [0.611, 2.670, 2.607]], "total_charge": 0, "orbital_gap_ev": 12.142, "spin_multiplicity": 1, "smiles": "CCC.CCC", "e_homo_ev": -11.0}



## two
{"formula": "C6H16", "method": "wB97M-V/def2-TZVPD", "species": ["C", "C", "C", "H", "H", "H", "H", "H", "H", "H", "H", "C", "C", "C", "H", "H", "H", "H", "H", "H", "H", "H"], "xyz": [[1.471, -0.340, -2.386], [0.471, 0.819, -2.376], [0.412, 1.620, -1.079], [2.477, 0.061, -2.467], [1.256, -0.992, -3.228], [1.315, -0.997, -1.525], [0.739, 1.484, -3.198], [-0.534, 0.457, -2.612], [-0.112, 2.558, -1.224], [-0.061, 1.019, -0.309], [1.402, 1.975, -0.782], [-0.843, 0.564, 2.139], [-1.238, -0.783, 1.551], [-0.396, -1.972, 1.996], [-0.548, 0.493, 3.190], [-1.608, 1.332, 2.037], [0.049, 0.952, 1.645], [-2.317, -0.912, 1.726], [-1.314, -0.686, 0.457], [0.537, -1.904, 1.474], [-0.223, -1.839, 3.067], [-0.936, -2.909, 1.903]], "total_charge": 0, "orbital_gap_ev": 12.262, "spin_multiplicity": 1, "smiles": "CCC.CCC", "e_homo_ev": -11.1}



## three
{"formula": "C6H16", "method": "wB97M-V/def2-TZVPD", "species": ["C", "C", "C", "H", "H", "H", "H", "H", "H", "H", "H", "C", "C", "C", "H", "H", "H", "H", "H", "H", "H", "H"], "xyz": [[0.448, -3.170, -0.110], [0.189, -2.327, -1.381], [-1.197, -1.688, -1.436], [1.025, -2.575, 0.599], [-0.453, -3.536, 0.380], [1.068, -4.012, -0.400], [0.417, -2.943, -2.255], [0.983, -1.592, -1.426], [-1.912, -2.450, -1.746], [-1.285, -0.947, -2.236], [-1.289, -1.185, -0.475], [1.080, 2.849, 0.134], [0.277, 1.810, 0.913], [-0.698, 2.414, 1.895], [1.712, 3.511, 0.718], [0.475, 3.509, -0.491], [1.714, 2.347, -0.604], [-0.294, 1.428, 0.062], [0.843, 0.977, 1.322], [-0.194, 2.758, 2.799], [-1.432, 3.110, 1.499], [-1.478, 1.713, 2.238]], "total_charge": 0, "orbital_gap_ev": 12.181, "spin_multiplicity": 1, "smiles": "CCC.CCC", "e_homo_ev": -11.2}



In terms of stability, two leads; the second structure lies 0.333 eV higher.



## one
{"formula": "C6H16", "method": "wB97M-V/def2-TZVPD", "species": ["C", "C", "C", "H", "H", "H", "H", "H", "H", "H", "H", "C", "C", "C", "H", "H", "H", "H", "H", "H", "H", "H"], "xyz": [[-2.774, -4.725, -1.842], [-1.267, -4.882, -1.399], [-0.328, -3.990, -2.290], [-3.459, -5.252, -1.156], [-2.945, -5.097, -2.866], [-3.009, -3.648, -1.815], [-1.133, -4.564, -0.347], [-1.032, -5.962, -1.457], [-0.152, -4.449, -3.277], [0.625, -3.969, -1.736], [-0.671, -2.952, -2.441], [1.365, 4.979, 0.674], [0.907, 4.413, 2.007], [1.993, 4.113, 3.010], [0.526, 5.259, 0.015], [1.949, 4.184, 0.180], [2.014, 5.860, 0.810], [0.169, 5.119, 2.433], [0.372, 3.476, 1.759], [1.614, 3.634, 3.928], [2.536, 5.032, 3.290], [2.699, 3.423, 2.519]], "total_charge": 0, "orbital_gap_ev": 12.619, "spin_multiplicity": 1, "smiles": "CCC.CCC", "e_homo_ev": -11.3}



## two
{"formula": "C6H16", "method": "wB97M-V/def2-TZVPD", "species": ["C", "C", "C", "C", "H", "H", "H", "H", "H", "H", "H", "H", "H", "H", "C", "C", "H", "H", "H", "H", "H", "H"], "xyz": [[0.034, 1.829, 1.321], [-0.277, 1.079, 0.057], [-1.409, 1.758, -0.772], [0.973, 0.728, -0.778], [0.578, 2.778, 1.234], [0.834, 1.301, 1.897], [-0.854, 1.898, 1.938], [-0.666, 0.087, 0.346], [-0.871, 2.472, -1.415], [-1.969, 1.090, -1.419], [-2.023, 2.353, -0.108], [1.810, 0.217, -0.299], [0.613, 0.185, -1.659], [1.331, 1.683, -1.173], [0.997, -2.406, 0.411], [-0.361, -2.754, -0.220], [1.360, -3.260, 0.960], [1.593, -2.162, -0.479], [0.854, -1.547, 1.068], [-0.835, -1.845, -0.623], [-0.988, -3.011, 0.659], [-0.315, -3.552, -0.951]], "total_charge": 0, "orbital_gap_ev": 11.837, "spin_multiplicity": 1, "smiles": "CC(C)C.CC", "e_homo_ev": -10.8}



In terms of stability, one leads; the second structure lies 0.240 eV higher.



## one
{"formula": "C6H16", "method": "wB97M-V/def2-TZVPD", "species": ["C", "C", "C", "H", "H", "H", "H", "H", "H", "H", "H", "C", "C", "C", "H", "H", "H", "H", "H", "H", "H", "H"], "xyz": [[-0.355, -2.529, -1.782], [-0.618, -2.482, -0.195], [0.543, -2.047, 0.567], [-1.296, -2.582, -2.357], [0.473, -3.085, -2.171], [-0.100, -1.429, -2.100], [-1.449, -1.924, 0.018], [-0.836, -3.514, 0.021], [0.726, -2.650, 1.490], [1.548, -2.159, 0.029], [0.243, -1.080, 1.061], [0.924, 2.087, 1.465], [-0.466, 2.285, 0.696], [-0.170, 2.719, -0.673], [1.586, 2.920, 1.352], [1.525, 1.305, 0.898], [0.620, 1.632, 2.497], [-0.871, 1.291, 0.676], [-1.122, 2.817, 1.338], [0.856, 3.328, -0.636], [-0.056, 1.839, -1.155], [-0.989, 3.092, -1.427]], "total_charge": 0, "orbital_gap_ev": 11.797, "spin_multiplicity": 1, "smiles": "CCC.CCC", "e_homo_ev": -10.8}



## two
{"formula": "C6H16", "method": "wB97M-V/def2-TZVPD", "species": ["C", "C", "C", "C", "H", "H", "H", "H", "H", "H", "H", "H", "H", "H", "C", "C", "H", "H", "H", "H", "H", "H"], "xyz": [[-0.494, 0.179, -1.870], [-0.708, -0.727, -0.645], [-1.423, 0.080, 0.435], [-1.310, -2.063, -0.911], [0.481, 0.056, -2.259], [-0.653, 1.246, -1.553], [-1.236, 0.141, -2.671], [0.264, -1.062, -0.223], [-2.488, 0.285, 0.069], [-1.513, -0.507, 1.419], [-0.980, 1.015, 0.922], [-0.860, -2.540, -1.823], [-1.273, -2.725, -0.023], [-2.391, -1.921, -1.264], [2.198, 0.726, 0.849], [1.630, 1.644, 1.995], [3.188, 0.269, 0.958], [1.434, -0.178, 0.666], [2.217, 1.234, -0.119], [2.162, 2.645, 2.024], [1.759, 1.098, 2.944], [0.526, 1.909, 1.816]], "total_charge": 0, "orbital_gap_ev": 11.623, "spin_multiplicity": 1, "smiles": "CC(C)C.CC", "e_homo_ev": -10.5}



In terms of stability, two leads; the second structure lies 1.179 eV higher.